Entry 1:
16
Properties=species:S:1:pos:R:3 method="wB97M-V/def2-TZVPD" energy_ha=-3060.9332 smiles="C[N+]#CN(CNBr)[N+](=O)[O-]" orbital_gap_ev=8.380 total_charge=+1
Br 0.11369 -2.99022 1.90717
O 2.21298 -1.94725 -1.00132
O 0.92529 -1.02690 -2.43012
N 1.37397 -1.27072 -1.38500
N -1.18639 1.03726 -0.57904
N 0.71731 -0.30274 -0.14977
N 0.01077 -1.01382 2.03440
C -0.21263 0.41839 -0.54762
C -2.06167 2.03185 -1.06567
C 1.10821 -0.48971 1.19869
H -1.33996 2.69177 -1.53018
H 0.29817 -0.78898 2.96103
H 2.03159 -1.06456 1.07202
H -2.60619 1.62646 -1.91584
H -2.74417 2.52499 -0.30887
H 1.35904 0.56420 1.74012

---

Entry 2:
12
Properties=species:S:1:pos:R:3 method="wB97M-V/def2-TZVPD" multiplicity=3 energy_ha=-3144.6882 orbital_gap_ev="5.502 / 7.798" s2=2.007
Br -2.87107 -0.45639 -0.07405
S 0.67411 1.35383 1.19154
N -0.74723 1.36228 0.12519
C 1.36236 -0.13447 0.45412
C 0.13501 -0.91884 0.02851
C -0.95525 0.08074 -0.46070
H -0.65624 2.05798 -0.60164
H -0.37566 -1.34087 0.85285
H -0.82988 0.13704 -1.46414
H 1.97379 0.15231 -0.30011
H 2.02928 -0.65108 1.12080
H 0.26078 -1.64252 -0.87237

---

Entry 3:
15
Properties=species:S:1:pos:R:3 method="wB97M-V/def2-TZVPD" energy_ha=-1600.4332 orbital_gap_ev=8.426 total_charge=+1
Cl -2.39096 -0.59220 -0.98528
Cl -0.89765 -1.49955 1.27591
S 0.75486 0.88765 -0.57658
N 0.88960 -0.66878 -1.09685
N 2.59054 -0.92262 0.30540
N -1.17992 2.24357 0.47118
C -1.66884 0.03149 0.46918
C 1.87041 -1.45511 -0.61453
C -0.68354 1.06029 0.19337
H 3.45420 -1.31633 0.64925
H 2.00709 -2.33508 -1.11132
H -2.02057 2.50363 0.89142
H -2.46977 0.34462 1.07652
H 0.15326 -1.17650 -1.55728
H -0.40871 2.89493 0.60959

---

Entry 4:
12
Properties=species:S:1:pos:R:3 method="wB97M-V/def2-TZVPD" energy_ha=-1113.5046 smiles=OCCC(Cl)Cl orbital_gap_ev=11.167
Cl 0.64902 1.54586 -0.13551
Cl 2.05983 -0.96198 -0.10933
O -3.05122 -0.49629 -0.34568
C -2.03622 0.12469 0.27012
C 0.60572 -0.09672 0.53383
C -0.77913 -0.67186 -0.00663
H -0.52907 -0.73696 -1.05143
H -0.94149 -1.70693 0.23477
H -2.20188 0.28632 1.36304
H 0.77694 0.04761 1.57715
H -3.61798 -1.07451 0.17534
H -1.86936 1.09216 -0.15505

---

Entry 5:
13
Properties=species:S:1:pos:R:3 method="wB97M-V/def2-TZVPD" energy_ha=-1188.6482 orbital_gap_ev="8.234 / 8.238"
Cl 0.31282 -2.16756 -0.30223
Cl -3.60723 -0.31477 -0.73378
O -2.52996 0.09842 1.72745
O -0.81554 0.15590 -0.46310
C 1.43584 0.02367 -0.92348
C 0.27510 -0.35573 0.00277
C -2.62292 -0.58844 0.59512
H 1.42090 1.10645 -0.89695
H -2.20122 -1.53829 0.80315
H 0.65367 -0.06058 0.96705
H 1.12116 0.01982 -1.93249
H -2.75241 1.00355 1.33357
H 2.39178 -0.47388 -0.62958

---

Entry 6:
13
Properties=species:S:1:pos:R:3 method="wB97M-V/def2-TZVPD" energy_ha=-1511.6474 orbital_gap_ev=8.893
Cl 1.27181 0.50941 1.57455
Cl 1.78627 -2.45436 1.07184
S 0.03222 -1.96253 -0.08099
O -1.15347 -2.45073 0.60323
C -1.16708 0.70186 0.52767
C 0.18661 0.32636 0.20930
C 0.78702 0.63456 -1.13240
H -1.31506 1.42587 1.20299
H 0.76184 -0.07519 -2.00701
H 0.37610 1.53366 -1.47216
H -1.81860 -0.09450 0.94590
H 1.78687 0.92418 -1.00592
H -1.53454 0.98140 -0.43700